Entry 1:
{
  "formula": "C35H57BrClN3O10P2",
  "method": "wB97M-V/def2-TZVPD",
  "symbols": ["C", "C", "C", "C", "C", "C", "C", "C", "C", "Cl", "C", "N", "C", "C", "C", "C", "C", "C", "C", "C", "C", "N", "C", "C", "C", "O", "N", "Br", "C", "O", "H", "H", "H", "H", "H", "H", "H", "H", "H", "H", "H", "H", "H", "H", "H", "H", "H", "H", "H", "H", "H", "H", "H", "H", "H", "H", "H", "C", "C", "O", "P", "O", "O", "C", "C", "O", "C", "C", "H", "H", "H", "H", "H", "H", "H", "H", "H", "H", "H", "H", "H", "H", "H", "C", "C", "O", "P", "O", "O", "C", "C", "O", "C", "C", "H", "H", "H", "H", "H", "H", "H", "H", "H", "H", "H", "H", "H", "H", "H"],
  "positions_angstrom": [[7.010, -2.783, 0.519], [6.540, -2.679, -0.936], [6.305, -1.219, -1.382], [5.261, -1.070, -2.492], [3.800, -1.263, -2.056], [3.405, -0.175, -1.061], [1.946, -0.235, -0.536], [1.311, -1.593, -0.361], [1.905, -2.661, 0.310], [3.487, -2.475, 1.016], [1.291, -3.917, 0.490], [1.909, -4.961, 1.152], [2.091, -6.240, 0.441], [2.308, -6.158, -1.063], [3.563, -5.383, -1.478], [0.000, -4.027, -0.014], [-0.635, -2.992, -0.695], [0.017, -1.784, -0.871], [-0.709, -0.705, -1.607], [-1.679, 0.064, -0.981], [-2.337, 1.024, -1.732], [-2.104, 1.290, -3.013], [-1.180, 0.527, -3.589], [-0.452, -0.463, -2.953], [-2.007, -3.386, -1.125], [-2.840, -2.769, -1.724], [-2.175, -4.731, -0.623], [-3.485, -4.586, 0.745], [-0.955, -5.169, 0.034], [-0.866, -6.262, 0.513], [6.504, -2.069, 1.173], [8.082, -2.591, 0.600], [6.848, -3.787, 0.916], [7.367, -3.062, -1.537], [5.643, -3.272, -1.111], [7.254, -0.857, -1.791], [6.110, -0.607, -0.500], [5.414, -0.089, -2.953], [5.522, -1.798, -3.268], [3.706, -2.275, -1.666], [3.200, -1.136, -2.962], [3.551, 0.783, -1.567], [4.062, -0.138, -0.195], [1.945, 0.232, 0.456], [1.353, 0.418, -1.168], [2.757, -4.657, 1.603], [1.299, -6.950, 0.670], [2.998, -6.687, 0.858], [1.452, -5.769, -1.618], [2.442, -7.186, -1.410], [3.515, -5.230, -2.560], [3.636, -4.391, -1.036], [4.456, -5.986, -1.314], [-1.942, -0.095, 0.057], [-3.108, 1.612, -1.244], [-0.988, 0.704, -4.642], [0.283, -1.074, -3.459], [0.853, 4.719, 2.139], [0.732, 5.093, 0.673], [1.870, 5.819, 0.208], [3.228, 5.044, -0.202], [2.853, 3.789, -0.878], [3.712, 6.002, -1.437], [4.200, 5.428, -2.653], [3.141, 5.477, -3.736], [4.256, 5.655, 0.835], [4.202, 7.052, 1.192], [3.706, 7.226, 2.622], [1.809, 4.232, 2.347], [0.044, 4.048, 2.431], [0.793, 5.608, 2.769], [0.567, 4.202, 0.065], [-0.130, 5.742, 0.526], [4.542, 4.407, -2.489], [5.070, 6.016, -2.953], [2.181, 5.123, -3.363], [3.432, 4.867, -4.592], [2.993, 6.502, -4.079], [3.590, 7.611, 0.490], [5.221, 7.424, 1.099], [3.147, 6.355, 2.954], [3.072, 8.107, 2.710], [4.541, 7.352, 3.313], [-9.767, -1.005, 4.172], [-9.673, -1.081, 2.659], [-8.601, -0.291, 2.147], [-7.084, -0.851, 2.172], [-7.123, -2.294, 1.871], [-6.509, -0.196, 0.790], [-5.709, -0.977, -0.106], [-6.523, -1.434, -1.297], [-6.385, 0.226, 3.105], [-6.727, 1.622, 2.999], [-7.514, 2.080, 4.221], [-8.801, -1.208, 4.639], [-10.498, -1.723, 4.546], [-10.084, -0.011, 4.489], [-9.579, -2.118, 2.334], [-10.587, -0.689, 2.212], [-5.268, -1.827, 0.413], [-4.887, -0.342, -0.441], [-7.481, -1.848, -0.984], [-5.982, -2.189, -1.869], [-6.740, -0.592, -1.957], [-7.271, 1.822, 2.081], [-5.782, 2.159, 2.939], [-7.983, 1.239, 4.726], [-8.285, 2.798, 3.941], [-6.861, 2.565, 4.948]],
  "forces_ev_per_angstrom": [[-0.05, -0.20, 0.01], [0.40, 0.58, 0.20], [0.43, -0.42, -0.09], [0.34, -0.04, 0.12], [0.83, 0.71, -0.24], [-0.29, -0.13, 0.13], [0.79, 0.22, 0.35], [-0.24, 0.02, -0.28], [-0.01, 0.11, 0.21], [-0.11, 0.10, 0.14], [-0.03, -0.13, 0.17], [0.05, 0.09, -0.43], [0.34, -0.52, 0.16], [0.37, 0.05, -0.18], [-0.37, -0.28, -0.71], [-0.76, -0.56, -0.56], [0.97, 0.44, 0.06], [-0.67, 0.28, -0.51], [0.19, 0.01, 0.07], [0.12, -0.09, -0.28], [-0.32, 0.27, 0.48], [0.08, -0.33, 0.13], [0.36, -0.01, -0.66], [-0.23, -0.16, 0.58], [0.41, -0.19, 0.23], [0.28, -0.23, 0.19], [-0.53, 0.40, 0.52], [-0.29, -0.37, -0.31], [0.02, 0.01, 0.10], [0.15, 0.29, -0.01], [-0.09, -0.05, -0.01], [-0.03, 0.12, -0.02], [-0.02, 0.02, 0.03], [-0.36, -0.35, -0.27], [0.05, -0.10, 0.05], [-0.01, 0.15, 0.13], [-0.26, 0.11, -0.13], [-0.29, 0.05, 0.01], [-0.13, -0.02, -0.02], [-0.34, 0.01, -0.02], [-0.25, -0.33, 0.12], [-0.18, 0.07, 0.09], [0.19, -0.22, -0.15], [-0.04, 0.08, -0.04], [-0.31, -0.27, 0.01], [0.05, -0.02, -0.06], [-0.21, 0.26, 0.01], [0.00, 0.11, 0.10], [-0.17, 0.03, 0.27], [-0.18, -0.02, 0.01], [0.08, 0.08, 0.02], [0.12, -0.11, 0.25], [0.12, 0.27, 0.36], [0.01, 0.00, 0.02], [-0.01, 0.09, -0.11], [-0.08, 0.12, 0.00], [-0.01, 0.15, -0.21], [0.06, 0.21, 0.05], [-0.42, -0.26, 0.12], [0.45, -0.31, 0.46], [-1.68, 3.95, -3.74], [1.26, -1.36, 2.17], [0.12, -0.13, 0.40], [-0.09, -0.03, -0.23], [-0.12, 0.17, -0.05], [0.17, -2.18, 0.72], [-0.05, 0.42, 0.32], [0.20, 0.04, 0.13], [-0.06, -0.13, -0.04], [0.02, -0.04, -0.04], [0.03, 0.00, 0.00], [0.21, 0.02, -0.09], [0.09, 0.10, -0.05], [-0.10, -0.03, 0.07], [-0.01, 0.06, 0.08], [0.08, -0.17, 0.06], [0.02, 0.02, 0.00], [0.02, 0.00, -0.01], [-0.10, -0.22, -0.12], [0.04, -0.16, -0.12], [-0.12, 0.02, -0.11], [-0.03, -0.03, -0.03], [0.00, -0.05, 0.00], [0.01, 0.23, 0.00], [-0.39, -0.30, 0.13], [0.42, -0.04, 0.51], [-1.38, 2.26, -4.89], [0.98, -0.33, 2.64], [-0.01, 0.06, 0.45], [-0.03, -0.14, -0.27], [-0.13, 0.10, -0.15], [0.35, -1.81, 1.39], [-0.18, 0.44, 0.16], [0.16, 0.13, 0.14], [-0.03, -0.15, -0.01], [0.03, -0.04, -0.02], [0.03, 0.01, 0.00], [0.22, 0.04, -0.06], [0.09, 0.10, -0.07], [-0.09, -0.05, 0.05], [-0.04, 0.08, 0.07], [0.09, -0.13, 0.13], [0.04, 0.03, 0.01], [0.03, 0.00, 0.00], [-0.03, -0.25, -0.06], [0.08, -0.17, -0.06], [-0.10, -0.04, -0.13], [-0.02, -0.04, -0.02], [0.00, -0.05, 0.02]],
  "mulliken_charge": [-1.4865, 0.4015, -0.7533, -1.3197, 1.3955, -1.0264, -0.9929, 0.5870, 0.7409, -0.2060, -0.3488, -0.2210, -1.0977, -0.3769, -0.7194, 0.1377, 0.8369, -0.5110, 0.3042, 0.0121, -0.7781, -0.6675, -0.7405, -0.0907, -0.1141, -0.4577, -0.2823, 0.0516, -0.0130, -0.5563, 0.3131, 0.4257, 0.3160, 0.4405, -0.2811, 0.4061, 0.3593, 0.4419, 0.4003, -0.9304, 0.2261, 0.5255, 0.3032, 0.3783, 0.2830, 0.4495, 0.3077, 0.5538, 0.2776, 0.4417, 0.3230, -0.1258, 0.4085, 0.6123, 0.5086, 0.4189, 0.4860, -1.0716, -0.2376, -0.3282, 0.9042, -0.5373, -0.4668, -0.2382, -1.0788, -0.3681, -0.2341, -1.0244, 0.2710, 0.4001, 0.2711, 0.3099, 0.3152, 0.2753, 0.3336, 0.2586, 0.3478, 0.3219, 0.2845, 0.4362, 0.2468, 0.2889, 0.3259, -1.0098, -0.3014, -0.2795, 0.9792, -0.7755, -0.3740, 0.3478, -1.2062, -0.3445, -0.1951, -1.0489, 0.2693, 0.3893, 0.2447, 0.3332, 0.3164, 0.1777, -0.0555, 0.3219, 0.3199, 0.3301, 0.2840, 0.4378, 0.2381, 0.2912, 0.3271],
  "smiles": "CCCCCCCc1c(Cl)c(NCCC)c2c(c1-c1ccncc1)C(=O)N(Br)C2=O.CCOP(=O)(OCC)OCC.CCOP(=O)(OCC)OCC",
  "homo_energy_ha": -0.32365,
  "spin_multiplicity": 1,
  "homo_lumo_gap_ev": 8.195,
  "energy_ev": -163310.966
}


Entry 2:
{
  "formula": "C35H57F6NO19P",
  "method": "wB97M-V/def2-TZVPD",
  "symbols": ["C", "C", "C", "C", "C", "C", "C", "C", "C", "C", "C", "C", "C", "C", "N", "C", "C", "C", "P", "O", "H", "H", "H", "H", "H", "H", "H", "H", "H", "H", "H", "H", "H", "H", "H", "H", "H", "H", "H", "H", "H", "H", "H", "H", "H", "H", "H", "H", "H", "H", "H", "H", "H", "H", "H", "H", "H", "H", "H", "C", "C", "O", "C", "O", "O", "F", "H", "H", "H", "C", "C", "O", "C", "O", "O", "F", "H", "H", "H", "C", "C", "O", "C", "O", "O", "F", "H", "H", "H", "C", "C", "O", "C", "O", "O", "F", "H", "H", "H", "C", "C", "O", "C", "O", "O", "F", "H", "H", "H", "C", "C", "O", "C", "O", "O", "F", "H", "H", "H"],
  "positions_angstrom": [[-0.469, 0.196, 4.265], [-0.663, -1.156, 4.966], [-2.154, -1.431, 5.218], [-2.897, -2.155, 4.044], [-4.415, -1.859, 4.235], [-5.228, -1.666, 2.928], [-5.221, -0.245, 2.328], [-3.841, 0.361, 2.077], [-3.935, 1.853, 1.636], [-2.515, 2.419, 1.729], [-2.398, 3.926, 1.487], [-0.957, 4.303, 1.957], [-0.101, 5.023, 0.904], [0.017, 4.324, -0.487], [1.434, 4.429, -0.976], [1.584, 4.678, -2.471], [1.011, 3.638, -3.456], [2.067, 2.612, -3.992], [2.448, 3.053, -0.457], [2.825, 3.192, 0.949], [0.567, 0.521, 4.240], [-1.101, 0.947, 4.723], [-0.810, 0.091, 3.235], [-0.192, -1.988, 4.458], [-0.184, -1.061, 5.940], [-2.635, -0.461, 5.331], [-2.279, -2.041, 6.106], [-2.521, -1.819, 3.079], [-2.681, -3.218, 4.083], [-4.835, -2.718, 4.756], [-4.596, -0.999, 4.877], [-5.007, -2.418, 2.177], [-6.266, -1.844, 3.212], [-5.845, 0.431, 2.909], [-5.689, -0.299, 1.345], [-3.202, 0.371, 2.955], [-3.386, -0.196, 1.259], [-4.603, 2.316, 2.360], [-4.344, 1.942, 0.635], [-2.185, 2.262, 2.748], [-1.915, 1.853, 1.016], [-3.079, 4.483, 2.120], [-2.529, 4.228, 0.452], [-0.451, 3.367, 2.197], [-0.973, 4.875, 2.876], [0.913, 5.032, 1.318], [-0.376, 6.065, 0.777], [-0.637, 4.863, -1.162], [-0.354, 3.306, -0.446], [1.829, 5.251, -0.524], [2.647, 4.798, -2.674], [1.113, 5.625, -2.709], [0.151, 3.112, -3.053], [0.649, 4.198, -4.308], [2.499, 2.902, -4.942], [2.892, 2.443, -3.306], [1.554, 1.673, -4.161], [1.741, 1.856, -0.721], [3.600, 3.101, -1.275], [-0.328, 2.645, -8.723], [0.779, 2.700, -7.705], [0.290, 3.650, -6.762], [-1.073, 3.556, -6.815], [-1.788, 3.994, -5.996], [-1.484, 2.896, -7.916], [1.929, 3.172, -8.245], [-0.233, 3.424, -9.481], [-0.397, 1.680, -9.218], [0.976, 1.752, -7.200], [-0.155, -2.293, -0.815], [1.289, -2.188, -1.209], [1.227, -1.378, -2.376], [0.134, -0.586, -2.232], [-0.073, 0.370, -2.885], [-0.677, -1.029, -1.262], [1.798, -3.393, -1.532], [-0.668, -3.105, -1.332], [-0.289, -2.416, 0.247], [1.930, -1.709, -0.465], [2.910, -7.642, -0.455], [1.931, -7.748, 0.685], [1.061, -6.651, 0.442], [1.063, -6.447, -0.901], [0.269, -5.803, -1.477], [2.094, -7.086, -1.496], [2.540, -7.573, 1.883], [3.733, -6.960, -0.235], [3.320, -8.604, -0.748], [1.354, -8.674, 0.703], [2.420, -6.385, -5.042], [3.588, -5.440, -4.952], [4.364, -5.802, -6.080], [3.490, -6.283, -7.014], [3.745, -6.426, -8.145], [2.286, -6.564, -6.457], [4.319, -5.653, -3.824], [2.626, -7.347, -4.571], [1.511, -5.971, -4.612], [3.321, -4.383, -5.017], [5.547, 5.882, -1.268], [6.708, 6.843, -1.332], [7.444, 6.359, -2.445], [6.549, 5.769, -3.282], [6.756, 5.495, -4.395], [5.362, 5.541, -2.645], [7.477, 6.764, -0.223], [5.784, 4.980, -0.701], [4.647, 6.335, -0.855], [6.426, 7.883, -1.506], [-4.957, -4.063, 9.491], [-3.756, -3.159, 9.400], [-2.981, -3.779, 8.386], [-3.860, -4.417, 7.563], [-3.598, -4.808, 6.490], [-5.077, -4.534, 8.142], [-3.047, -3.151, 10.556], [-4.788, -4.909, 10.158], [-5.855, -3.540, 9.806], [-3.984, -2.132, 9.108]],
  "forces_ev_per_angstrom": [[-0.13, -0.93, -0.64], [-0.32, 0.74, 0.91], [0.39, -0.61, -1.45], [-0.18, 1.09, 1.15], [0.20, -0.84, -1.31], [-0.52, 0.53, 0.82], [0.60, -0.53, -0.36], [-0.87, 0.93, -0.58], [0.66, -1.18, 0.67], [-1.77, 0.77, -0.43], [1.51, -0.15, 0.67], [-0.14, -0.16, -1.11], [0.87, -0.48, 0.35], [-1.16, 0.90, 1.24], [-0.27, -0.61, -1.47], [-0.19, 0.02, -1.16], [1.09, -0.48, 0.11], [-0.88, 0.23, 0.25], [1.26, -0.81, 1.25], [-0.30, 0.25, 0.28], [0.11, 0.08, 0.10], [0.07, 0.24, 0.24], [-0.01, 0.19, -0.25], [0.17, -0.11, -0.27], [0.17, -0.21, 0.11], [-0.13, 0.05, 0.41], [-0.15, 0.07, 0.29], [-0.07, 0.30, -0.10], [-0.16, -0.20, 0.10], [-0.13, -0.05, 0.14], [0.19, 0.19, 0.04], [0.37, -0.10, -0.08], [-0.17, -0.16, -0.14], [0.05, 0.05, 0.34], [-0.28, -0.01, -0.05], [0.06, -0.41, 0.18], [0.45, -0.22, 0.15], [-0.07, 0.48, -0.10], [-0.18, 0.10, -0.15], [0.36, -0.32, 0.11], [0.46, 0.00, 0.12], [-0.49, -0.03, -0.14], [-0.34, -0.08, -0.17], [0.21, 0.03, 0.05], [0.02, 0.26, 0.09], [0.03, 0.13, 0.12], [-0.26, 0.13, -0.15], [0.21, -0.07, -0.52], [0.42, -0.35, -0.11], [0.19, 0.04, 0.29], [0.16, 0.07, 0.17], [-0.14, 0.26, 0.53], [-0.14, -0.06, 0.18], [-0.21, 0.14, -0.08], [0.08, 0.39, -0.06], [0.10, -0.10, 0.15], [0.06, -0.26, 0.07], [-0.25, 0.61, -0.59], [-0.65, 0.18, -0.42], [-0.25, -0.28, -0.35], [0.40, 0.50, -0.18], [-0.02, -0.68, -0.27], [0.08, -0.06, -0.46], [-0.65, 0.54, 0.96], [0.42, -0.05, -0.04], [-0.01, -0.07, 0.17], [0.16, 0.07, 0.11], [-0.20, -0.04, 0.12], [0.13, 0.04, -0.01], [-0.48, -0.16, 0.16], [0.03, -0.46, -0.28], [0.13, 0.19, 0.43], [-0.06, -0.80, 0.15], [-0.16, 1.34, -0.73], [0.21, -0.24, 0.25], [0.27, 0.09, -0.07], [0.20, -0.03, -0.09], [-0.17, 0.19, 0.35], [0.10, -0.09, -0.05], [0.34, -0.26, -0.33], [0.22, 0.32, 0.41], [0.06, -0.45, -0.17], [0.50, -0.28, 0.26], [-0.91, 0.80, -0.60], [0.10, -0.17, 0.32], [-0.14, -0.01, -0.07], [-0.10, 0.05, 0.17], [-0.13, 0.02, -0.21], [0.01, 0.01, 0.14], [-0.61, -0.07, 0.12], [0.45, -0.38, 0.16], [-0.43, 0.33, 0.21], [-0.20, -0.11, 0.57], [0.35, -0.18, -1.27], [0.21, 0.20, 0.39], [-0.02, 0.12, -0.11], [0.20, 0.08, 0.06], [-0.09, -0.02, -0.18], [0.10, 0.02, 0.15], [-0.48, -0.16, 0.04], [0.53, -0.21, 0.23], [-0.61, 0.27, 0.22], [0.15, 0.13, 0.64], [0.19, -0.43, -1.37], [-0.10, 0.13, 0.43], [-0.02, 0.06, -0.09], [0.24, 0.13, 0.08], [-0.04, 0.06, -0.17], [0.08, 0.02, 0.09], [-0.50, -0.05, 0.07], [0.41, -0.29, 0.28], [-0.41, 0.37, 0.07], [-0.18, 0.03, 0.58], [0.35, -0.41, -1.18], [0.14, 0.24, 0.34], [0.00, 0.08, -0.12], [0.20, 0.07, 0.02], [-0.09, -0.03, -0.22], [0.10, 0.04, 0.10]],
  "mulliken_charge": [-0.8973, -0.8543, -0.3925, -0.2931, -0.8979, -1.0315, -1.0096, 0.6093, -1.2139, -0.0055, -0.7729, -0.7891, -1.1070, -0.5235, 0.1286, -1.0891, 0.1158, -1.1974, 0.7924, -0.6614, 0.5108, 0.2922, 0.0596, 0.3581, 0.3440, 0.3279, 0.1106, 0.0826, 0.6045, 0.4343, 0.4196, 0.3740, 0.3939, 0.4119, 0.3337, -0.2290, 0.1410, 0.3999, 0.3870, 0.0699, 0.1949, 0.3993, 0.4012, 0.2927, 0.4832, 0.5689, 0.2920, 0.4104, 0.3139, 0.4736, 0.5102, 0.4451, 0.3274, 0.1975, 0.3194, 0.3722, 0.2445, -0.0401, 0.0741, -0.4878, 0.3482, -0.2541, 0.6543, -0.4951, -0.3269, -0.2979, 0.2973, 0.2901, 0.2760, -0.3495, 0.1914, -0.2873, 0.6107, -0.4882, -0.2942, -0.1574, 0.2487, 0.3519, 0.1420, -0.4451, 0.2662, -0.2905, 0.5978, -0.4831, -0.2173, -0.2870, 0.2821, 0.2865, 0.3058, -0.1719, 0.3528, -0.3332, 0.5461, -0.4582, -0.3372, -0.2847, 0.2147, 0.1925, 0.2782, -0.3655, 0.2576, -0.3165, 0.5311, -0.4484, -0.2325, -0.2775, 0.2966, 0.2179, 0.3082, -0.4884, 0.3491, -0.3009, 0.7147, -0.4829, -0.3218, -0.2880, 0.2922, 0.2755, 0.2754],
  "charge": 1,
  "homo_energy_ha": -0.43655,
  "spin_multiplicity": 1,
  "homo_lumo_gap_ev": 9.077,
  "energy_ev": -103199.814
}


Number 1: F_max 0.11062 hartree/bohr. Number 2: F_max 0.03842 hartree/bohr.